{
  "formula": "C34H49AsNO2S4SiW",
  "method": "ωB97M-V with the def2-TZVPD basis set",
  "lumo_ha": [-0.346, -0.346],
  "e_tot_ha": -5714.549118,
  "charge": 3,
  "spin_multiplicity": 1,
  "elements": ["W", "C", "C", "S", "C", "C", "S", "C", "C", "S", "C", "C", "S", "H", "H", "H", "H", "H", "H", "H", "H", "H", "H", "H", "H", "H", "H", "H", "H", "O", "As", "C", "C", "C", "C", "C", "C", "C", "C", "C", "C", "C", "C", "C", "C", "C", "C", "C", "C", "H", "H", "H", "H", "H", "H", "H", "H", "H", "H", "H", "H", "H", "H", "H", "C", "C", "C", "C", "C", "N", "H", "H", "H", "H", "H", "H", "H", "H", "H", "C", "Si", "C", "C", "O", "H", "H", "H", "H", "H", "H", "H", "H", "H"],
  "xyz": [[0.646, -0.208, 0.470], [-1.094, 0.165, 3.481], [-1.090, -1.348, 3.405], [0.095, -1.991, 2.162], [1.554, -2.397, 3.177], [2.484, -1.207, 3.317], [2.877, -0.740, 1.615], [3.773, 0.833, 1.761], [3.409, 1.645, 0.540], [1.594, 1.820, 0.512], [-0.708, 3.461, 2.236], [-1.828, 2.484, 1.943], [-1.353, 0.727, 1.782], [-0.176, 0.584, 3.887], [-1.931, 0.510, 4.090], [-2.061, -1.734, 3.094], [-0.830, -1.816, 4.354], [2.044, -3.232, 2.676], [1.190, -2.759, 4.139], [3.405, -1.486, 3.831], [2.021, -0.369, 3.841], [4.841, 0.623, 1.817], [3.443, 1.331, 2.675], [3.776, 1.189, -0.381], [3.832, 2.647, 0.613], [-0.094, 3.621, 1.346], [-1.174, 4.426, 2.468], [-2.396, 2.715, 1.042], [-2.525, 2.457, 2.784], [-0.611, -0.085, -0.952], [-1.913, -0.913, -1.819], [-3.526, -0.052, -1.361], [-3.981, 0.957, -2.210], [-5.152, 1.630, -1.901], [-5.861, 1.295, -0.756], [-5.402, 0.291, 0.092], [-4.232, -0.384, -0.204], [-1.457, -0.672, -3.636], [-2.185, -1.408, -4.569], [-1.919, -1.238, -5.919], [-0.941, -0.337, -6.323], [-0.227, 0.398, -5.385], [-0.480, 0.235, -4.031], [-1.886, -2.737, -1.300], [-3.096, -3.425, -1.208], [-3.089, -4.781, -0.908], [-1.886, -5.439, -0.702], [-0.681, -4.753, -0.812], [-0.676, -3.405, -1.120], [-3.444, 1.210, -3.118], [-5.517, 2.406, -2.558], [-6.782, 1.811, -0.524], [-5.969, 0.031, 0.975], [-3.881, -1.164, 0.462], [-2.951, -2.114, -4.264], [-2.474, -1.803, -6.654], [-0.742, -0.201, -7.377], [0.516, 1.111, -5.715], [0.063, 0.825, -3.300], [-4.042, -2.929, -1.381], [-4.023, -5.320, -0.844], [-1.887, -6.496, -0.471], [0.252, -5.282, -0.675], [0.276, -2.896, -1.250], [3.350, -0.438, -4.176], [3.231, -1.654, -3.252], [2.442, -2.789, -3.922], [4.611, -2.132, -2.779], [2.466, -1.250, -2.060], [1.857, -0.950, -1.131], [3.916, -0.740, -5.056], [3.883, 0.382, -3.696], [2.371, -0.092, -4.505], [2.994, -3.102, -4.808], [1.453, -2.456, -4.237], [2.343, -3.652, -3.264], [5.161, -2.475, -3.655], [4.535, -2.967, -2.084], [5.179, -1.326, -2.318], [1.820, 2.845, 5.481], [0.933, 4.015, 4.322], [2.128, 4.958, 3.234], [-0.267, 5.126, 5.207], [0.057, 2.968, 3.300], [1.721, 3.152, 6.520], [2.886, 2.780, 5.265], [1.393, 1.840, 5.411], [2.570, 5.795, 3.778], [1.633, 5.387, 2.360], [2.952, 4.335, 2.883], [0.271, 5.772, 5.902], [-0.996, 4.564, 5.791], [-0.811, 5.787, 4.532]],
  "forces_ev_per_angstrom": [[-0.89, 0.70, 0.45], [0.02, -0.16, 0.03], [0.04, -0.04, 0.05], [0.08, 0.22, -0.19], [0.00, -0.11, 0.08], [-0.13, -0.07, -0.02], [0.19, 0.05, -0.27], [0.00, 0.02, 0.18], [0.08, 0.09, -0.12], [0.09, 0.10, 0.21], [-0.05, 0.05, -0.17], [0.06, -0.08, 0.26], [0.21, 0.06, -0.18], [-0.03, 0.04, -0.05], [0.00, 0.00, -0.06], [0.00, 0.02, 0.01], [-0.01, 0.04, 0.00], [0.00, 0.04, -0.02], [0.01, 0.04, -0.02], [0.00, -0.03, -0.05], [0.03, -0.01, -0.04], [-0.03, -0.04, 0.00], [0.01, 0.00, -0.02], [-0.06, -0.01, 0.02], [-0.04, 0.01, 0.00], [0.00, 0.00, 0.01], [-0.06, -0.02, 0.04], [0.09, 0.05, -0.07], [-0.05, 0.00, -0.07], [0.00, -0.70, 0.09], [0.24, 0.09, 0.02], [-0.04, 0.14, 0.01], [0.02, 0.04, -0.15], [0.00, -0.02, 0.03], [0.00, 0.00, 0.00], [-0.02, 0.03, -0.01], [0.08, -0.09, 0.09], [-0.08, -0.04, -0.06], [0.01, -0.08, -0.09], [0.03, 0.03, 0.06], [-0.02, -0.02, 0.00], [-0.02, 0.00, -0.05], [0.07, 0.15, 0.07], [-0.18, -0.05, 0.05], [0.00, 0.01, 0.02], [0.00, 0.02, -0.01], [0.02, 0.02, -0.01], [-0.05, -0.08, 0.01], [0.20, 0.07, -0.07], [0.02, -0.04, 0.04], [0.00, 0.02, -0.03], [-0.02, 0.01, 0.01], [0.00, -0.01, 0.02], [0.01, -0.01, -0.05], [0.03, 0.02, 0.04], [-0.02, -0.02, -0.01], [0.01, 0.01, -0.02], [0.01, 0.02, 0.01], [-0.04, -0.05, -0.01], [0.00, 0.06, 0.02], [-0.01, 0.00, 0.01], [0.02, -0.03, 0.01], [0.03, 0.00, 0.00], [-0.15, 0.00, 0.04], [0.04, 0.01, -0.11], [-0.14, 0.02, 0.23], [0.04, -0.01, -0.08], [0.04, -0.07, -0.07], [-0.07, 0.07, 0.09], [0.30, -0.39, -0.24], [0.01, 0.01, -0.01], [0.02, 0.03, 0.02], [0.00, 0.00, 0.01], [0.00, -0.02, -0.02], [-0.02, 0.01, 0.00], [-0.01, -0.03, 0.02], [0.02, 0.01, 0.00], [-0.01, -0.01, 0.02], [0.01, 0.02, 0.02], [-0.12, -0.04, -0.11], [0.07, 0.00, -0.07], [-0.14, 0.05, 0.10], [0.10, -0.01, -0.12], [0.11, -0.06, 0.16], [0.00, 0.06, 0.07], [0.07, 0.00, -0.04], [-0.01, -0.03, 0.01], [0.03, 0.01, 0.05], [-0.04, 0.02, -0.02], [0.00, -0.08, 0.00], [0.05, 0.03, 0.04], [-0.01, -0.07, 0.01], [-0.02, 0.02, -0.04]]
}

=====

{
  "formula": "C7H14N2",
  "method": "ωB97M-V with the def2-TZVPD basis set",
  "lumo_ha": 0.030,
  "e_tot_ha": -384.513396,
  "spin_multiplicity": 1,
  "elements": ["C", "C", "C", "N", "C", "C", "H", "H", "H", "H", "H", "H", "H", "H", "H", "C", "C", "N", "H", "H", "H", "H", "H"],
  "xyz": [[-0.744, -0.452, -2.189], [0.771, 2.339, 0.021], [0.054, -0.894, -1.001], [0.919, 1.816, 1.104], [0.448, 2.733, -1.177], [1.380, -0.935, -0.998], [1.252, -0.849, 5.116], [1.617, 2.133, 1.767], [-1.508, -1.188, -2.418], [-1.235, 0.495, -1.977], [-0.101, -0.328, -3.057], [-0.285, 3.499, -1.324], [0.926, 2.328, -2.043], [1.933, -1.241, -0.126], [1.966, -0.648, -1.856], [-1.801, -0.386, 0.657], [-0.711, -1.306, 0.204], [-0.507, -2.365, 0.860], [0.250, -2.947, 0.506], [1.584, -1.326, 5.635], [-2.182, -0.724, 1.616], [-1.412, 0.627, 0.749], [-2.614, -0.382, -0.070]],
  "forces_ev_per_angstrom": [[0.14, 0.08, 0.08], [-0.01, -0.25, 0.16], [0.25, -0.16, -0.20], [-0.06, -0.20, 0.43], [-0.04, 0.27, -0.19], [0.02, -0.04, 0.03], [0.52, -0.76, 0.81], [0.08, 0.20, -0.20], [-0.20, -0.10, -0.12], [-0.11, 0.09, -0.05], [0.00, 0.04, -0.06], [-0.23, 0.29, 0.08], [0.29, -0.24, -0.22], [0.05, -0.04, 0.23], [0.02, 0.05, -0.24], [-0.11, 0.02, -0.06], [0.05, 0.06, 0.05], [-0.02, -0.45, 0.62], [0.02, 0.21, -0.33], [-0.52, 0.75, -0.81], [-0.03, -0.02, 0.03], [-0.04, 0.11, -0.01], [-0.06, 0.08, -0.02]]
}

=====

{
  "formula": "C5H11NO",
  "method": "ωB97M-V with the def2-TZVPD basis set",
  "lumo_ha": [0.037, -0.060],
  "e_tot_ha": -326.772696,
  "spin_multiplicity": 3,
  "elements": ["C", "C", "C", "C", "C", "N", "O", "H", "H", "H", "H", "H", "H", "H", "H", "H", "H", "H"],
  "xyz": [[-1.820, -0.856, 0.310], [-0.541, -1.535, 0.064], [-0.535, -0.167, 0.555], [-0.129, 0.488, 1.761], [1.942, 0.518, -1.644], [-0.250, 0.933, -1.020], [1.096, 1.336, -0.897], [-2.599, -0.504, -0.362], [-2.335, -1.180, 1.177], [-0.334, -2.352, 0.734], [-0.066, -1.782, -0.930], [-0.930, 1.155, 2.081], [0.778, 1.254, 1.507], [0.053, -0.059, 2.711], [1.433, 0.584, -2.631], [2.072, -0.486, -1.103], [2.950, 0.946, -1.678], [-0.785, 1.707, -0.636]],
  "forces_ev_per_angstrom": [[-0.84, 1.30, -0.36], [1.94, -1.15, -1.27], [-1.69, -4.47, 3.33], [1.92, 3.18, 0.81], [0.05, -1.40, -0.20], [2.86, 2.92, -4.04], [-2.68, 1.04, 1.00], [0.51, -0.08, -0.86], [-0.36, -0.42, 1.13], [0.20, -0.28, 0.47], [-0.98, 0.53, 0.66], [-0.15, 0.31, -0.09], [-1.68, -1.86, 1.07], [0.49, -0.36, -0.72], [1.04, -1.20, 0.22], [-0.58, 1.02, -1.31], [-0.43, 0.33, 0.02], [0.38, 0.59, 0.12]]
}